C39H111N15O12 | ωB97M-V with the def2-TZVPD basis set

Geometry (Å):
1 C -8.62180 3.38814 19.73630
2 O -9.02081 4.70502 19.94280
3 C -7.90889 5.54577 20.23800
4 C -8.40569 6.90515 19.89672
5 C -7.22344 7.86321 20.06023
6 N -9.46587 7.37190 20.77593
7 H -8.24165 2.88885 20.63235
8 H -7.72825 3.37617 19.10171
9 H -9.47294 2.90440 19.29387
10 H -7.69537 5.47470 21.30861
11 H -7.09071 5.25318 19.58327
12 H -8.73198 6.91553 18.85431
13 H -7.54919 8.84134 19.72310
14 H -6.38147 7.56252 19.43080
15 H -6.89275 7.85540 21.09807
16 H -9.20449 7.13623 21.75483
17 H -10.29774 6.81101 20.58554
18 C -8.24656 9.24603 24.52838
19 O -6.88183 9.17787 24.72201
20 C -6.40825 7.99785 24.07808
21 C -4.90415 8.07847 24.10366
22 C -4.34860 9.40413 23.40513
23 N -4.54721 6.88876 23.51901
24 H -8.71244 8.28197 24.76772
25 H -8.55552 9.32036 23.48709
26 H -8.64412 10.05390 25.15106
27 H -6.72010 7.13389 24.66182
28 H -6.70257 7.94797 23.02034
29 H -4.65658 8.04348 25.17272
30 H -3.25910 9.47844 23.38598
31 H -4.69536 10.24044 23.99831
32 H -4.64613 9.40352 22.36009
33 H -3.54527 6.81308 23.67317
34 H -4.63140 6.90067 22.50014
35 C -14.70755 5.81428 20.74385
36 O -15.61814 6.82254 20.91531
37 C -16.40362 7.16335 19.83254
38 C -16.53898 8.71651 19.67400
39 C -17.39174 8.97829 18.41051
40 N -15.17616 9.08350 19.35844
41 H -14.12035 6.14200 19.88197
42 H -15.29085 4.90745 20.65885
43 H -14.16050 5.79760 21.70377
44 H -15.98550 6.84549 18.87907
45 H -17.36783 6.64110 19.92233
46 H -16.96623 9.21649 20.53395
47 H -17.44544 10.03744 18.20426
48 H -18.41956 8.68539 18.63017
49 H -17.03225 8.30002 17.63058
50 H -15.05984 10.08988 19.31003
51 H -14.63952 8.89668 20.21260
52 C -12.13136 12.81796 17.00695
53 O -12.75242 14.03122 17.43614
54 C -13.88761 13.89496 18.21731
55 C -15.07061 13.43729 17.37070
56 C -15.40541 14.48420 16.36229
57 N -16.22034 13.39764 18.25018
58 H -11.12147 12.85634 17.40819
59 H -12.13462 12.81058 15.91099
60 H -12.65009 11.89555 17.31055
61 H -13.64013 13.11809 18.96569
62 H -14.10470 14.86404 18.68820
63 H -14.80492 12.49033 16.87420
64 H -16.34398 14.19903 15.87484
65 H -14.72880 14.76653 15.55853
66 H -15.55474 15.38559 16.96533
67 H -16.01481 12.81365 19.05465
68 H -17.12724 13.29940 17.83823
69 C -11.18294 7.06447 23.62922
70 O -10.21918 5.97677 23.39535
71 C -10.74002 4.66862 23.48222
72 C -11.17629 4.32795 24.89840
73 C -10.06653 4.73135 25.89691
74 N -11.35815 2.89510 24.87923
75 H -11.36929 7.03042 24.68003
76 H -12.08518 6.92674 23.00355
77 H -10.65027 7.90991 23.17696
78 H -11.52201 4.53513 22.74248
79 H -9.87733 4.01094 23.33712
80 H -12.07812 4.90512 25.16237
81 H -10.25240 4.46727 26.94257
82 H -9.89746 5.80828 25.77807
83 H -9.11409 4.23796 25.67692
84 H -12.14397 2.64828 24.26918
85 H -11.64879 2.64316 25.83364
86 C -13.84091 10.34823 27.18976
87 O -14.56668 9.28767 26.54738
88 C -14.67597 9.58661 25.20030
89 C -15.42054 8.47339 24.50822
90 C -14.78506 7.08013 24.83026
91 N -15.47249 8.84578 23.10453
92 H -14.42004 11.27011 27.08570
93 H -12.85049 10.57007 26.76662
94 H -13.71906 10.01545 28.21672
95 H -15.07880 10.58295 25.00712
96 H -13.68827 9.56307 24.72573
97 H -16.44539 8.47115 24.89479
98 H -14.95389 6.98708 25.89874
99 H -13.70546 6.99396 24.64735
100 H -15.31522 6.28361 24.30246
101 H -14.50197 8.99872 22.78551
102 H -15.66518 8.02097 22.55428
103 C -9.44704 10.09258 17.88865
104 O -9.24071 9.87242 16.55480
105 C -8.10344 9.05920 16.31789
106 C -8.24361 8.64806 14.84358
107 C -7.20888 7.61057 14.55109
108 N -7.94565 9.77951 14.00096
109 H -10.30546 10.73008 18.04127
110 H -8.64286 10.70937 18.33722
111 H -9.44211 9.19033 18.49356
112 H -7.20435 9.67035 16.42220
113 H -8.16819 8.17951 16.96920
114 H -9.25604 8.24133 14.73020
115 H -7.21425 7.39974 13.47787
116 H -7.33313 6.71918 15.17375
117 H -6.28916 8.07298 14.91621
118 H -8.57958 10.54232 14.21610
119 H -8.06367 9.54591 13.01937
120 C -7.24286 11.90345 21.82303
121 O -5.98979 11.90303 21.10007
122 C -5.07703 12.92318 21.42519
123 C -5.41954 14.30740 20.82594
124 C -5.77751 14.12118 19.30895
125 N -4.34713 15.09236 21.10602
126 H -7.03782 11.95013 22.88881
127 H -7.70673 10.98517 21.47153
128 H -7.88402 12.74489 21.54265
129 H -4.93583 13.05979 22.51276
130 H -4.19256 12.68812 20.84071
131 H -6.33494 14.67034 21.28406
132 H -5.01131 13.59038 18.74446
133 H -6.06784 15.06758 18.85663
134 H -6.57590 13.38399 19.32751
135 H -3.52227 14.91526 20.56053
136 H -4.58768 16.05815 20.93362
137 C -10.68226 13.23366 24.19969
138 O -9.93684 14.03530 25.22654
139 C -10.35134 13.63923 26.57822
140 C -9.77530 12.25735 27.04197
141 C -10.31279 11.98049 28.44193
142 N -8.33317 12.39750 26.98042
143 H -11.75706 13.15013 24.41518
144 H -10.28797 12.22620 24.28790
145 H -10.56649 13.68172 23.20995
146 H -9.90184 14.40355 27.22826
147 H -11.43144 13.78425 26.66355
148 H -10.21874 11.47021 26.40076
149 H -10.10598 12.69269 29.24273
150 H -10.17189 10.93976 28.73174
151 H -11.42190 12.01652 28.36041
152 H -7.98641 12.86428 26.15368
153 H -7.72919 11.59459 27.08215
154 N -9.14816 15.23850 20.76820
155 C -10.05635 14.62819 19.99159
156 N -10.20611 14.93341 18.74388
157 O -10.69390 13.70055 20.43666
158 H -8.77986 16.14887 20.57071
159 H -9.30025 15.05773 21.73571
160 H -9.93136 15.79860 18.34982
161 H -11.16239 14.72458 18.47293
162 N -10.87211 10.63939 21.43984
163 C -12.17599 10.75495 21.68647
164 N -12.84066 11.88681 21.58654
165 O -12.68812 9.71241 22.05006
166 H -10.65116 9.68514 21.23476
167 H -10.51864 11.22573 20.71034
168 H -13.81885 11.68315 21.42737
169 H -12.56647 12.70608 21.07349
170 N -17.33464 13.10738 21.46183
171 C -16.52642 12.10855 21.73584
172 N -16.51707 11.35458 22.76712
173 O -15.63649 11.91749 20.90334
174 H -18.10727 13.44851 21.99066
175 H -16.91580 13.69945 20.77704
176 H -16.06828 10.44641 22.68627
177 H -17.24355 11.36490 23.44923

Forces on the atoms, in the same order (eV/Å):
C 0.7600 -0.0009 0.0490
O 0.2615 -0.0271 0.3030
C -1.7024 -0.6580 -0.3687
C 1.3787 1.3532 0.5088
C -0.1758 -0.1788 -0.7010
N -0.4570 -0.2650 0.4550
H -0.5478 -0.0885 0.4101
H -0.2647 -0.1816 -0.6173
H -0.0750 -0.6664 -0.1473
H 0.4986 -0.0463 0.0107
H 0.4563 0.0028 0.1874
H -0.1898 -0.0466 0.0861
H 0.2132 0.3522 0.3465
H 0.0195 -0.0103 0.0391
H -0.0361 0.3083 -0.0528
H -0.2912 0.1233 -0.8593
H 0.1379 0.1229 0.2240
C -1.2752 -0.3279 0.3634
O 0.2127 -0.3873 -0.7103
C 0.6595 1.7507 0.6935
C -1.0009 2.9115 0.5112
C -0.1831 -1.4449 1.1002
N 2.7465 -2.7536 -1.4582
H -0.1620 -0.0112 0.7115
H 0.2293 0.7807 -0.4734
H -0.1406 -0.1423 -0.2816
H -0.2240 -0.2792 -0.2932
H -0.4635 -0.0221 0.2673
H 0.3886 0.2241 -0.2029
H 0.0935 -0.4211 0.2591
H -0.3307 0.4002 -0.3905
H -0.4779 0.3438 -0.0574
H 0.0700 -0.6659 -0.2010
H -0.2344 0.1258 0.2533
C 0.2944 0.1839 0.5335
O -0.8881 1.9682 1.3758
C -1.6001 0.7434 -0.5510
C 0.0027 -1.4574 -1.6161
C -0.4256 -0.9213 1.4749
N 1.1045 0.6788 1.0638
H 0.5776 -1.0205 0.0094
H 0.4827 -0.8598 -0.5498
H 0.2858 -0.2586 -0.6789
H 0.4288 -0.1904 -0.0587
H -0.1737 0.2742 0.0215
H -0.1020 0.0276 0.4570
H 0.4256 0.1947 -0.5628
H -0.1757 -0.0993 -0.0326
H 0.0554 0.7222 -0.2901
H -0.3845 0.2427 -0.2387
H 0.1930 -0.2196 -0.3305
C -0.2582 0.2156 -0.3382
O 1.1211 0.4066 -0.6891
C -0.3014 -1.1407 0.4332
C -0.0203 0.3064 0.0711
C -0.5804 1.0149 -0.6435
N 0.8893 -0.0947 0.9682
H 0.1659 -0.4169 -0.1980
H 0.2625 -0.0008 0.1538
H 0.0704 0.4059 0.3102
H -0.5315 0.3847 0.2745
H 0.0134 -0.3112 -0.0538
H -0.1757 -0.0563 0.1870
H -0.0403 0.2407 0.0488
H 0.4970 -0.5112 0.1641
H -0.3407 0.1290 -0.3295
H -0.6076 -0.3073 -0.0200
H -0.1003 -0.4117 -0.2013
C 1.3451 -1.5940 -2.0028
O -0.5112 0.9078 -0.4361
C 1.0498 0.7709 0.9413
C 0.4640 0.5824 0.1555
C 0.1181 -0.0277 -0.4716
N -0.9413 -0.6397 1.0935
H -0.4382 0.8713 0.6534
H 0.1737 -0.0839 0.4637
H -0.4570 0.2848 0.8933
H -0.2772 -0.3316 -0.2242
H -0.2437 -0.0303 -0.5983
H -0.0633 -0.2165 0.0046
H -0.4839 0.2011 -0.1454
H 0.0092 -0.2344 0.3869
H -0.1360 -0.0263 -0.3573
H 0.3081 0.0502 0.2501
H 0.1233 -0.3135 -0.6102
C -0.4906 -0.5909 0.0240
O 0.8599 1.0584 0.9437
C 0.6766 -0.8244 -0.8915
C -0.0783 -0.3522 0.0317
C -0.5844 0.9550 0.1588
N 1.1548 -0.7215 -0.6870
H -0.0440 0.0838 0.3923
H -0.0979 -0.4807 -0.2284
H -0.0356 0.3829 0.1515
H -0.3886 0.0543 0.0658
H 0.3723 0.3128 0.0387
H -0.0504 -0.2256 0.0011
H 0.1453 -0.5036 0.1680
H -0.3263 0.3138 -0.1402
H 0.0303 0.0616 0.0049
H -0.1285 0.4676 0.2212
H -0.6983 -0.2515 -0.2193
C 0.9006 1.3268 1.5952
O -0.0627 -0.1797 -0.7482
C -1.2340 0.3337 -1.3533
C 0.1007 -0.3844 0.9533
C 0.3408 -0.2115 0.5218
N -0.3330 0.7059 -0.2004
H -0.6881 -0.3430 -0.0757
H 0.2309 -0.1014 -0.1824
H -0.5669 -0.3755 0.0442
H 0.2823 -0.2795 0.3526
H 0.4096 0.0664 0.0199
H -0.0673 0.0795 -0.0736
H 0.4207 -0.2616 0.2572
H -0.2324 -0.1418 -0.4183
H 0.4259 -0.2356 -0.6717
H 0.0286 0.0083 -0.0988
H -0.0080 0.0383 0.1416
C 1.0841 0.2248 -1.0166
O -0.5271 -0.1128 0.4252
C -0.9501 0.6306 -0.6752
C -2.4724 -3.1593 -1.8103
C -0.1576 -0.6328 1.3255
N 2.1267 3.2584 1.0563
H -0.1932 -0.3188 0.2836
H -0.2578 -0.0746 0.5390
H 0.0436 0.0766 -0.0545
H 0.2624 -0.3569 -0.3616
H 0.6283 -0.5177 0.6320
H -0.0442 0.3633 0.3405
H 0.4869 0.4225 -0.0101
H -0.0170 -0.0954 -0.1843
H -0.5822 0.2881 -0.3780
H 0.2037 -0.3901 -0.2460
H 0.2817 0.2760 0.1425
C 0.6716 0.5144 1.6755
O -1.6426 -1.2044 -0.2378
C 1.1804 0.5373 -0.8113
C -0.6060 1.0561 -0.2994
C -1.6710 -0.3509 -0.2357
N 0.6230 0.1653 0.0315
H 0.1642 0.3986 0.1600
H 0.1224 -0.2064 -0.6530
H 0.2822 -0.1590 0.2613
H 0.0316 -0.2043 -0.1327
H -0.1018 -0.6304 -0.0107
H 0.3371 0.1055 -0.0134
H 0.6698 -0.1116 -0.2318
H 0.6025 0.1041 0.2970
H 0.3729 0.0818 -0.0847
H -0.5030 0.2324 -0.1584
H -0.5644 -0.4500 0.2975
N 1.0141 0.8921 0.5282
C 0.6053 -0.7556 2.0808
N -1.2309 1.1043 -3.5778
O -1.3018 -1.7011 1.3023
H 0.0025 0.1526 -0.2801
H 0.1270 -0.1618 0.5661
H 0.6903 0.8169 -0.0600
H 0.0066 -0.3774 -0.5977
N 2.3743 1.0233 -1.0656
C 0.5770 -1.3701 0.0903
N -1.6439 1.4258 -0.3264
O -2.2535 -1.6071 0.9665
H 0.2975 -0.6337 0.1849
H 0.3894 0.8058 -0.0904
H -0.5618 0.2465 0.3675
H 0.9807 -0.0621 -0.0257
N -1.7366 1.6798 0.0377
C 1.8038 0.2534 -2.1526
N -1.4068 -1.2688 3.2664
O 1.4915 -0.3056 -1.7446
H -0.1346 -0.0369 0.4145
H -0.2758 0.5148 -0.4512
H 0.4167 -0.6226 0.1602
H -0.4772 0.2355 0.3212

Calculated values
- Orbital gap: 9.284 eV
- Energy relative to the best compared isomer or geometry (same formula, charge and spin): 3.612 eV
- Structure (SMILES): COC[C@H](C)N.COC[C@H](C)N.COC[C@H](C)N.COC[C@H](C)N.COC[C@H](C)N.COC[C@H](C)N.COC[C@H](C)N.COC[C@H](C)N.COC[C@H](C)N.NC(N)=O.NC(N)=O.NC(N)=O
- Lowest unoccupied orbital energy: 0.4 eV